DFT (the ωB97M-V functional and the def2-TZVPD basis) results for a structure of composition C5H8O4Si at a distorted geometry.

The geometry in XYZ format:
```
18
Properties=species:S:1:pos:R:3:forces:R:3
C 1.237 0.536 -1.646 -0.5 1.1 -0.8
C -0.020 2.092 -0.331 -0.3 -0.4 0.8
C 0.243 -2.115 -0.129 -1.5 1.3 4.1
C -1.315 -0.030 1.612 -1.1 -3.7 -2.1
C -0.168 0.831 -1.089 1.3 -2.0 0.4
O 1.948 -0.016 -0.777 0.5 -1.2 2.0
O 0.547 1.888 0.805 0.2 -0.5 0.0
O 1.676 0.895 -2.734 -0.2 0.3 -1.6
O -0.471 3.146 -0.719 -0.8 2.4 -0.8
Si 0.293 -0.234 0.491 0.1 0.0 0.4
H -0.369 -2.129 -0.934 -2.4 -0.5 -2.5
H 1.170 -2.282 -0.455 3.9 -0.8 -1.3
H 0.003 -2.858 0.654 -0.3 0.3 -0.3
H -1.143 0.081 2.620 0.7 0.5 2.4
H -1.842 0.778 1.228 -1.0 1.8 -0.5
H -2.089 -0.925 1.563 1.4 1.2 -0.1
H -0.993 0.674 -1.763 -0.2 0.4 -0.4
H 1.291 -0.333 1.602 0.2 -0.3 0.2
```
Forces are in eV/Å.

orbital gap	0.2580	Eh
total charge	-2
energy relative to the best compared isomer or geometry (same formula, charge and spin)	0.00	kJ/mol
energy	-21382.2117	eV